The following is a DFT calculation (ωB97M-V/def2-TZVPD) of C31H35N4O6PdS2 as an isolated structure.

Its energy is -2796.68707 a.u. The orbital gap (spin up / spin down) is 8.2 / 6.9 eV. Its spin multiplicity is 3. For the relative energy (zero: lowest compared OMol25 entry of this formula, charge and spin), the calculation gives 7.4 kcal/mol. The charge is +1. For the HOMO energy (spin up / spin down), the calculation gives -10.83 / -10.83 eV. As for the molar mass: 730.20 g/mol.

The geometry in XYZ format:
```
79
Properties=species:S:1:pos:R:3:mulliken_charge:R:1
Pd -0.027 0.059 -0.390 0.51
S -1.820 2.159 0.931 1.07
S 4.413 -0.122 0.980 -0.24
O -2.992 -4.767 4.565 -0.62
O -0.044 -0.363 -2.526 -0.89
O -0.098 -0.040 1.841 -0.36
O -4.158 -5.690 3.007 -0.62
O -1.920 -0.884 -0.192 0.13
O -0.636 2.132 -0.072 -0.84
N -1.791 1.121 -5.092 0.10
N -0.699 0.426 -4.596 0.49
N -3.399 -4.839 3.423 1.02
N 2.184 0.397 -0.177 0.28
C -0.115 5.074 1.263 -1.30
C -1.241 3.061 2.394 -1.17
C 1.244 -0.966 -5.119 -0.28
C 2.967 0.980 -2.463 -0.49
C -0.868 0.278 -3.232 0.72
C 2.715 0.068 0.961 -0.20
C -1.635 -1.871 1.976 0.59
C -0.015 -1.895 -7.415 -0.75
C -4.410 3.046 0.679 -0.50
C 3.174 0.550 -1.154 -0.46
C 4.057 1.090 -3.297 -0.54
C 5.350 0.788 -2.843 -0.58
C 0.044 3.849 2.159 -0.11
C -0.023 -0.510 -5.453 0.24
C -3.066 -2.863 0.268 -0.85
C -3.800 2.289 -4.265 -1.65
C -0.636 -0.984 2.454 -0.16
C -2.978 3.359 0.247 -0.79
C -2.953 -3.812 2.471 -0.48
C 4.465 0.288 -0.699 1.08
C 1.258 -2.345 -7.099 -0.56
C -4.926 1.701 0.167 -0.64
C -2.172 -1.817 0.645 0.35
C -3.451 -3.824 1.153 -0.42
C -2.596 1.438 -4.053 -0.34
C 5.572 0.395 -1.542 -0.50
C -2.093 0.909 -2.900 0.04
C -1.636 1.944 -6.293 -1.10
C 1.875 -1.885 -5.945 -0.75
C -2.058 -2.877 2.873 -0.55
C -0.664 -0.988 -6.591 0.02
H -0.708 1.675 -6.785 0.43
H -4.487 2.168 -3.430 0.33
H 1.965 1.225 -2.791 0.34
H -2.074 3.696 2.706 0.55
H 0.818 5.636 1.221 0.41
H 6.571 0.189 -1.182 0.41
H -1.601 3.002 -6.032 0.36
H -2.460 1.765 -6.981 0.37
H 1.761 -3.056 -7.742 0.40
H -5.926 1.501 0.551 0.42
H 0.409 4.150 3.142 0.50
H -1.674 -2.906 3.886 0.52
H -4.485 3.093 1.770 0.23
H -2.541 0.901 -1.920 0.47
H -5.044 3.847 0.297 0.41
H -3.437 -2.854 -0.748 0.45
H 6.188 0.876 -3.522 0.40
H 3.916 1.421 -4.319 0.46
H -0.519 -2.261 -8.301 0.40
H -3.526 3.345 -4.332 0.33
H -0.887 5.748 1.644 0.35
H -0.370 4.787 0.241 0.24
H 2.126 -0.075 1.854 0.42
H -4.284 0.869 0.464 0.09
H -1.087 2.291 3.149 0.44
H -0.302 -1.159 3.487 0.35
H -1.674 -0.680 -6.826 0.45
H -4.132 -4.612 0.863 0.52
H -4.987 1.701 -0.925 0.02
H -2.848 3.258 -0.834 0.31
H -4.320 2.020 -5.184 0.43
H 2.862 -2.241 -5.676 0.43
H 0.789 3.177 1.732 0.06
H -2.658 4.355 0.550 0.45
H 1.724 -0.626 -4.217 0.35
```


The following is a DFT calculation (ωB97M-V/def2-TZVPD) of C64H46F3N4OPtSSb as an isolated structure in a non-equilibrium geometry.

Its energy is -3817.50965 a.u. The orbital gap (spin up / spin down) is 3.6 / 3.7 eV. For the relative energy (zero: lowest compared OMol25 entry of this formula, charge and spin), the calculation gives 30.3 kcal/mol. The charge is +2. For the HOMO energy (spin up / spin down), the calculation gives -11.78 / -11.82 eV. As for the molar mass: 1293.00 g/mol.

The geometry in XYZ format:
```
121
Properties=species:S:1:pos:R:3:mulliken_charge:R:1
Pt -0.942 0.331 0.725 0.46
Sb 1.850 -0.196 -1.081 0.47
S -3.296 -2.064 2.183 0.91
F 3.954 -5.740 -3.067 -0.34
F 7.681 1.968 -0.467 -0.37
F 0.371 2.351 -6.568 -0.44
O -2.891 -0.631 2.069 -0.59
N -1.018 2.070 1.679 0.39
N 0.439 -0.280 1.998 0.32
N -2.368 0.958 -0.539 0.50
N -0.954 -1.476 -0.116 0.25
C 6.432 1.521 -0.606 0.14
C 0.740 -5.161 1.614 0.02
C 2.091 -1.550 2.904 -1.24
C -3.672 -2.331 3.957 -1.25
C 3.491 4.491 4.310 -0.97
C -2.717 0.372 -1.696 0.15
C -2.054 -0.790 -2.203 -0.30
C 4.556 4.392 3.425 -0.58
C -3.886 1.023 -2.225 -1.60
C 1.667 0.011 -4.159 -0.54
C 1.789 -3.258 -1.626 0.17
C -1.132 -2.148 -4.052 -0.06
C 3.845 0.634 -0.855 -0.10
C 2.248 -4.486 -2.067 -0.80
C -2.024 -3.161 -1.167 -1.36
C -2.043 0.039 -4.525 -0.38
C -4.270 3.833 0.998 -0.67
C -3.188 2.853 0.794 1.62
C 4.301 -3.433 -2.795 -0.83
C -0.594 3.784 3.105 -1.66
C 1.158 1.930 2.793 0.52
C 0.459 -4.023 3.719 -0.22
C 0.483 -3.982 2.318 0.54
C -5.400 5.853 0.344 -0.96
C -3.254 1.982 -0.293 0.40
C -6.229 5.758 1.451 -0.42
C -1.122 -1.289 -6.295 -0.66
C 4.712 0.001 0.029 0.04
C -6.080 4.697 2.329 -0.89
C -4.439 4.888 0.105 0.06
C 0.322 2.452 -4.224 -0.69
C 0.896 -6.381 3.679 -0.54
C -4.226 2.004 -1.346 -1.20
C 0.628 1.857 -3.013 -0.58
C 4.529 3.430 2.426 -0.69
C 0.858 -1.566 2.165 -0.08
C -2.098 2.910 1.684 0.30
C 1.335 0.551 2.594 0.79
C 3.828 -2.213 -2.349 -0.76
C 0.655 -5.214 4.389 -1.09
C 1.308 0.650 -2.984 0.75
C 1.368 0.595 -5.376 -0.42
C 2.573 -2.124 -1.761 -0.14
C 2.404 -0.249 3.140 -1.61
C 3.506 -4.558 -2.645 -0.15
C 4.277 1.710 -1.615 -0.55
C -5.042 -2.072 1.621 -1.27
C -0.812 -2.290 -5.381 -1.08
C -0.097 2.564 2.543 1.03
C 2.380 3.680 4.176 -0.21
C 0.941 -6.349 2.293 -1.03
C -1.431 -3.692 -0.045 -0.93
C -5.098 3.746 2.117 0.01
C 5.582 2.156 -1.499 -0.66
C 0.196 -2.704 1.669 1.35
C -1.784 -0.984 -3.582 1.52
C 6.017 0.434 0.149 -0.60
C -1.849 3.973 2.605 -1.63
C -1.737 -0.123 -5.854 -1.07
C 2.325 2.740 3.146 0.07
C -1.692 -1.785 -1.199 0.33
C 0.696 1.807 -5.391 -0.12
C -0.726 -2.633 0.596 -0.59
C 3.430 2.607 2.296 0.31
H 6.716 -0.051 0.812 0.47
H -0.874 -2.933 -3.356 0.26
H 5.275 -3.526 -3.251 0.52
H 3.394 1.874 1.501 0.35
H 3.251 0.150 3.665 0.65
H -2.643 -3.668 -1.879 0.78
H -5.499 6.688 -0.328 0.42
H -2.743 -2.328 4.517 0.30
H 2.644 -2.428 3.179 0.79
H 0.620 -5.237 5.467 0.44
H -5.495 -3.016 1.897 0.49
H 4.377 -0.848 0.609 0.44
H 2.184 -0.938 -4.128 0.48
H 0.813 -3.185 -1.174 0.50
H -3.786 4.969 -0.750 0.52
H 4.440 -1.331 -2.471 0.61
H 0.337 2.339 -2.086 0.45
H 1.648 0.128 -6.307 0.60
H 1.133 -7.257 1.742 0.48
H 5.407 5.050 3.524 0.45
H 3.606 2.197 -2.309 0.52
H -5.058 -1.967 0.542 0.30
H -4.416 0.727 -3.106 0.87
H -0.311 -3.185 -5.720 0.47
H -0.193 3.400 -4.280 0.53
H -1.502 -4.700 0.307 0.95
H -4.147 -3.302 4.043 0.49
H -2.462 0.974 -4.187 0.57
H -0.870 -1.410 -7.337 0.49
H -5.054 2.678 -1.415 0.72
H 1.049 -7.309 4.207 0.45
H 0.829 -5.128 0.539 0.39
H 5.952 2.981 -2.086 0.47
H 1.581 3.747 4.898 0.58
H -4.981 2.922 2.806 0.56
H 5.353 3.326 1.736 0.45
H -6.981 6.510 1.635 0.43
H -5.561 -1.241 2.085 0.38
H -1.958 0.668 -6.553 0.52
H -6.728 4.621 3.188 0.42
H -0.092 4.421 3.803 0.40
H 0.247 -3.115 4.266 0.56
H -2.518 4.783 2.815 0.61
H 1.655 -5.381 -1.969 0.60
H -4.325 -1.545 4.317 0.40
H 3.537 5.212 5.112 0.41
```


The following is a DFT calculation (ωB97M-V/def2-TZVPD) of one molecule with the formula C4H6O2.

Its energy is -306.45559 a.u. The orbital gap is 10.4 eV. For the relative energy (zero: lowest compared OMol25 entry of this formula, charge and spin), the calculation gives 31.8 kcal/mol. The SMILES is O=C1CC[C@@H]1O. For the HOMO energy, the calculation gives -9.73 eV. As for the molar mass: 86.09 g/mol.

The geometry in XYZ format:
```
12
Properties=species:S:1:pos:R:3:mulliken_charge:R:1
O 0.615 1.554 -1.560 -0.55
O 2.028 -0.485 0.491 -0.53
C -0.514 -0.475 0.812 -0.60
C 0.155 0.713 -0.833 0.23
C -1.231 0.399 -0.249 -0.40
C 0.755 -0.464 -0.072 0.23
H -0.929 -1.461 1.034 0.28
H 2.486 0.333 0.261 0.34
H 0.651 -1.278 -0.808 0.22
H -0.365 0.068 1.749 0.26
H -1.865 -0.172 -0.936 0.24
H -1.785 1.268 0.112 0.29
```


The following is a DFT calculation (ωB97M-V/def2-TZVPD) of C8H17NO as an isolated structure in a non-equilibrium geometry.

Its energy is -444.88699 a.u. The orbital gap is 7.6 eV. For the relative energy (zero: lowest compared OMol25 entry of this formula, charge and spin), the calculation gives 101.0 kcal/mol. For the HOMO energy, the calculation gives -6.75 eV. As for the molar mass: 143.23 g/mol.

The geometry in XYZ format:
```
27
Properties=species:S:1:pos:R:3:mulliken_charge:R:1
O 2.339 -1.419 0.464 -0.58
N 0.020 -0.209 0.384 0.51
C -2.060 -1.567 0.076 -1.83
C -1.186 -0.430 -0.459 0.82
C 0.947 0.866 0.043 0.67
C -0.100 -0.560 1.797 -1.12
C -0.882 -0.767 -1.927 -1.74
C 0.400 1.991 -0.812 -1.60
C 1.798 1.430 1.163 -1.64
C 1.618 -0.844 -0.304 0.11
H -1.767 0.501 -0.425 0.18
H 1.227 2.626 -1.130 0.45
H 2.448 0.674 1.606 0.33
H 1.617 -0.554 -1.381 0.36
H -2.889 -1.720 -0.614 0.45
H -0.121 1.688 -1.715 0.35
H -0.462 -1.768 -2.002 0.42
H -0.761 0.144 2.311 0.35
H 2.455 2.193 0.746 0.44
H -1.814 -0.740 -2.491 0.42
H -0.293 2.619 -0.237 0.31
H 0.878 -0.543 2.267 0.42
H -0.449 -1.582 1.902 0.40
H -1.494 -2.496 0.129 0.43
H -0.191 -0.082 -2.407 0.43
H 1.214 1.897 1.965 0.25
H -2.494 -1.348 1.050 0.41
```